An isolated ion of composition C5H12N2 and charge +2 in a non-equilibrium geometry, computed with ωB97M-V with the def2-TZVPD basis set.

Structure (XYZ):
```
19
Properties=species:S:1:pos:R:3:forces:R:3
H 0.1911 3.6317 1.5713 0.0 0.0 0.0
H 1.1686 4.5553 0.2549 0.2 -0.1 0.1
H -0.4812 -0.9652 1.2700 -0.1 0.1 0.3
H 0.7338 1.1074 1.5331 -0.5 0.0 0.2
C -0.9631 -0.7355 0.3183 1.5 0.0 0.1
N 0.3189 -2.7368 -0.6318 -0.3 0.2 0.7
H 0.8095 -2.7908 0.2706 0.1 -0.1 -0.3
C 0.4346 1.2676 0.5064 0.7 0.2 -0.2
N 0.9089 2.5424 0.0010 0.9 -0.1 0.5
H -0.2701 0.6895 -1.3347 -0.3 -0.1 -0.2
C -1.0207 -2.0504 -0.4314 -0.6 -0.1 -0.4
H 1.5674 2.5511 -0.7814 -0.5 0.0 -0.2
C 0.7772 3.6267 0.6581 -0.5 0.3 -0.3
H -1.9413 -0.3412 0.5845 -0.3 -0.4 -0.3
H -1.6003 -2.7592 0.1492 -0.1 -0.1 0.1
H 0.1037 -3.6943 -0.9189 0.4 -0.1 -0.2
C -0.1855 0.4170 -0.2898 -0.5 0.1 0.2
H -1.4878 -2.0187 -1.4109 0.0 0.3 -0.1
H 0.9363 -2.2964 -1.3185 -0.1 -0.1 0.0
```
Positions in Å, forces in eV/Å.

Calculated values
Molar mass ... 100.2 g/mol
Net charge ... +2
Lowest unoccupied orbital energy ... -8.255 eV
Energy above the lowest of the compared OMol25 structures with the same formula, charge and spin ... 18.5 kJ/mol

These are the Mulliken partial charges, in e, on atoms 1 to 5: atom 1 (H): 0.321, atom 2 (H): 0.281, atom 3 (H): 0.332, atom 4 (H): 0.451, atom 5 (C): -0.682

***

C13H43BClHgMnO16P3 as an isolated structure in a non-equilibrium geometry, computed with ωB97M-V with the def2-TZVPD basis set.

Structure (XYZ):
```
79
Properties=species:S:1:pos:R:3:forces:R:3
C 2.8726 -0.0290 3.1980 0.8 1.4 -0.2
C 6.5998 1.2482 -3.4565 -1.3 -0.9 1.3
H -6.0424 -4.0565 0.7063 -0.3 0.6 -0.6
H -5.4828 -1.3320 -3.8493 1.2 1.2 0.1
H 7.0892 4.9743 -2.7778 0.1 1.3 0.5
H -0.0303 3.8117 3.8740 -0.2 -0.2 0.1
H -2.2093 -3.5161 1.9440 -0.5 0.1 0.0
H -0.3696 -1.3391 -5.2321 0.4 -0.7 -0.1
Cl 3.7781 -2.1330 -1.7506 -2.0 -0.6 -0.3
H -5.3586 -2.7154 1.6441 0.1 0.1 -0.2
O 5.5110 4.2377 -3.5213 -2.8 -1.4 -1.4
H 5.5328 5.7175 -2.0314 0.2 0.0 -0.3
H 1.0928 4.0647 5.2003 0.2 -0.1 -0.1
O -4.4859 -3.0416 -0.2639 1.0 2.9 -1.4
C -5.1329 -3.4928 0.9142 -0.6 -1.2 1.3
H -0.2811 0.1538 -4.5112 -1.6 0.3 0.8
O -0.6389 -1.7708 2.1393 -0.3 1.0 0.2
H -4.9481 0.9955 -1.0539 0.6 0.4 0.2
C -0.2256 -0.9016 -4.2442 -1.6 -0.5 -1.3
C 1.0183 3.7398 4.1625 -1.4 1.6 0.1
H -1.7246 1.5478 6.3129 -0.7 0.0 -0.2
C 2.5513 2.5434 -1.6750 -0.5 -0.2 -1.2
H -2.3031 -1.5568 -3.8407 0.3 0.3 -0.3
H -6.5170 1.1815 -0.8828 -1.1 -1.4 0.4
H 1.5999 2.7915 -2.1455 0.2 0.9 -0.9
O -0.2400 0.9440 2.6808 -1.0 0.8 -1.0
H 2.7712 -0.3858 2.1730 -0.2 -0.7 0.3
H -0.1129 -2.4619 1.7303 0.2 -0.1 0.1
O 1.0917 -0.9885 -3.7907 0.1 -0.9 0.4
O 1.5046 2.4244 4.0329 0.0 -1.4 -1.0
H -2.7154 -3.8852 3.6191 0.3 0.0 0.1
C -1.2798 -2.2621 3.3210 -0.7 0.4 1.1
C -1.2412 1.9278 5.4129 -2.6 1.4 2.6
H 7.6545 1.5227 -3.4344 -0.3 0.3 -0.1
H -4.7117 -2.8360 -3.4800 0.3 0.0 0.2
H -0.2894 -4.6110 2.2633 -0.2 0.0 -0.2
H -1.9615 1.9645 4.5957 0.1 0.3 0.0
O 1.6652 -0.0925 3.9794 -1.6 1.3 0.3
Hg 1.2219 -2.5146 -2.0384 2.3 0.0 0.0
H -5.9434 -2.1353 -2.4798 0.2 -0.2 0.5
O 5.7814 2.0043 -2.4970 -1.4 1.2 -1.1
H 6.4213 0.2819 -2.9850 0.8 -0.5 -0.8
B 0.6644 -0.6671 -0.3455 -0.5 0.7 -0.8
O -5.5815 -0.7430 -0.2367 1.2 0.7 0.8
O -1.0804 -2.8378 -2.8622 3.2 -2.2 -0.2
H 2.1931 2.6066 -0.6475 1.4 -0.1 0.4
Mn -1.1874 0.0417 0.9754 0.4 -0.9 0.8
H 3.1421 1.0186 3.0637 0.1 0.1 0.1
C 6.0727 4.8476 -2.4053 2.2 -0.4 0.8
H 0.8605 -0.0531 -1.2108 0.3 2.5 -2.8
H -4.5523 -4.2933 1.3726 0.6 0.4 0.1
O -0.8216 -4.5637 3.0609 -1.0 0.3 0.4
C -5.0343 -1.8963 -3.0317 -2.1 -1.9 -0.4
H 0.6648 -0.1685 0.6115 1.1 2.1 3.5
H 6.2509 4.1091 -1.6236 -0.5 0.1 0.4
H 3.6891 -0.4523 3.7830 -0.3 -0.5 -0.3
H -5.5485 1.4915 0.4871 0.1 -1.4 1.1
H -2.0697 -1.6148 3.7023 0.0 0.8 -0.8
H 1.4708 4.4920 3.5164 0.8 -0.6 0.0
H 6.0866 1.2805 -4.4176 0.6 -0.1 -0.2
H 2.6990 1.5373 -2.0674 0.4 -0.2 0.7
O -4.0264 -1.3689 -2.1868 0.8 0.5 1.7
O -0.2392 1.0458 5.2351 3.6 -2.6 -2.4
C -5.6994 0.7547 -0.3018 1.6 0.3 -2.8
C -1.3423 -1.5626 -3.3260 -0.5 3.0 0.3
H -0.2926 -1.1649 -0.3692 -4.2 -2.1 -0.8
H -1.4521 -0.9904 -2.4048 -0.2 0.7 -0.3
H -1.7314 -3.3741 -2.4038 -0.5 0.5 -0.1
H -0.6259 -2.3310 4.1903 0.5 -0.2 -0.4
P 4.6426 2.9222 -3.2477 0.8 0.1 0.9
H 1.4129 -1.4438 -0.3197 2.9 -2.8 1.1
O 3.9081 2.3146 -4.3726 0.7 0.2 0.5
O 3.6741 3.3901 -2.0489 -0.7 -0.6 0.5
O -2.9612 -0.9418 0.1092 1.4 1.0 0.5
P -4.1391 -1.4671 -0.5818 -4.8 -1.5 -0.9
H -0.8692 2.8739 5.8060 -0.1 0.4 -0.8
P 0.6135 1.1205 3.8865 1.7 -1.2 1.6
H 1.5888 -0.3752 -4.3369 0.9 0.0 0.2
C -1.8915 -3.5559 2.9859 1.4 -2.2 -0.6
```
Positions in Å, forces in eV/Å.

Calculated values
Molar mass ... 850.2 g/mol
Spin multiplicity ... 6
Net charge ... +2
Lowest unoccupied orbital energy (spin up / spin down) ... -7.162 / -7.207 eV
Energy above the lowest of the compared OMol25 structures with the same formula, charge and spin ... 196.3 kJ/mol

These are the Mulliken partial charges, in e, on atoms 1 to 5: atom 1 (C): -0.744, atom 2 (C): -0.657, atom 3 (H): 0.310, atom 4 (H): 0.297, atom 5 (H): 0.316

***

CH4IOPS as an isolated structure in a non-equilibrium geometry, computed with ωB97M-V with the def2-TZVPD basis set.

Structure (XYZ):
```
9
Properties=species:S:1:pos:R:3:forces:R:3
H -1.8455 -0.7158 0.8012 0.8 0.7 1.7
O -0.6415 1.7406 0.1316 0.3 -0.4 -0.3
I 2.6079 -0.5936 0.0339 -0.4 -0.2 -0.1
H -2.2594 -0.8672 -0.6273 -2.7 -0.1 -2.9
S 4.7570 -0.0374 0.9110 -0.8 0.2 -0.2
H -0.9183 -1.7448 -0.2458 0.7 -0.7 -0.1
H -0.0196 2.4804 0.0367 -0.2 -0.1 -0.1
C -1.3735 -0.7867 -0.1466 2.1 0.8 0.6
P -0.3072 0.5245 -0.8948 0.3 -0.3 1.3
```
Positions in Å, forces in eV/Å.

Calculated values
Molar mass ... 222.0 g/mol
Lowest unoccupied orbital energy (spin up / spin down) ... -2.686 / -2.695 eV
Energy above the lowest of the compared OMol25 structures with the same formula, charge and spin ... 414.9 kJ/mol

These are the Mulliken partial charges, in e, on atoms 1 to 5: atom 1 (H): 0.385, atom 2 (O): -0.423, atom 3 (I): 0.095, atom 4 (H): 0.430, atom 5 (S): -0.485

***

C16H29OPr as an isolated structure in a non-equilibrium geometry, computed with ωB97M-V with the def2-TZVPD basis set.

Structure (XYZ):
```
47
Properties=species:S:1:pos:R:3:forces:R:3
C 0.6255 2.0160 -0.0754 1.2 4.7 -1.1
C -0.0538 -0.3338 -2.1191 0.3 -2.2 -2.5
H -2.7266 0.3928 -2.3949 0.0 -0.1 0.0
C 2.5219 -0.7279 -1.8987 0.1 0.3 0.3
H 1.4054 1.9585 -0.8459 0.0 -0.5 -0.1
H 0.6189 3.9179 -2.1098 -0.1 0.1 0.1
H 1.1529 0.0488 1.2203 5.0 0.1 1.6
C 0.0000 0.0001 3.4194 0.1 -0.1 0.5
H 2.6920 0.3278 -2.1307 0.1 -0.1 0.0
H -1.1076 1.7496 3.9209 -0.1 0.8 -0.3
H 0.6785 4.7942 -0.5734 -0.1 -0.1 -0.1
H 1.0363 -3.2754 1.0489 0.1 -0.1 0.0
C -1.7480 -2.9188 0.0420 0.0 0.3 0.3
C 1.0929 -0.9760 -1.5190 -0.1 -2.7 -3.2
H -2.7137 -2.4493 0.2484 0.0 -0.1 -0.1
H -1.9367 -3.8090 -0.5732 0.1 0.2 0.1
C -2.6459 -0.6050 -1.9560 0.0 0.3 0.3
H -0.9431 0.6056 5.2314 0.0 0.0 0.6
H -0.7912 4.8467 -1.5654 0.1 -0.2 0.1
H -0.9043 1.3116 -3.2170 0.1 0.0 -0.1
H 0.9431 -0.6057 5.2313 0.0 0.0 0.6
C 1.4506 -3.0338 0.0668 0.1 0.2 0.3
H 1.0975 2.3714 0.8441 0.0 -0.6 0.4
C 1.1076 -0.7113 4.1793 -1.6 0.8 -0.5
H -2.0518 0.2795 3.9209 -0.7 -0.3 -0.3
O 0.0000 0.0000 2.1485 -1.9 -0.3 8.6
H -3.0231 -1.3275 -2.6924 0.2 0.1 0.2
C -1.2304 -0.9221 -1.5759 0.3 -1.5 -2.0
Pr 0.0000 0.0000 0.1485 -5.1 5.9 2.4
H 1.5105 -3.9656 -0.5117 -0.1 0.2 0.1
C -0.8202 -1.9767 -0.6656 -0.2 -1.6 -2.0
C 0.0300 4.2023 -1.2296 0.3 0.1 -0.1
H 1.1076 -1.7496 3.9208 0.1 -0.8 -0.3
C 0.0134 0.7200 -3.1797 0.0 0.2 0.1
H 0.1534 0.2564 -4.1649 0.0 0.1 0.2
H -1.2080 2.4320 -1.1512 -0.1 0.0 -0.2
C -0.4985 2.9563 -0.4992 -0.4 -0.3 0.3
C -1.1076 0.7113 4.1794 1.5 -0.8 -0.6
C 0.6040 -2.0260 -0.6510 0.4 -1.7 -2.7
H -1.0695 3.2680 0.3839 0.1 -0.1 -0.1
H -1.3256 -3.2533 0.9928 0.0 -0.1 -0.1
H 2.0518 -0.2794 3.9209 0.7 0.3 -0.4
H 3.2006 -1.0053 -1.0882 0.0 0.0 -0.1
H -3.3090 -0.6427 -1.0875 -0.1 0.0 -0.1
H 0.8525 1.4035 -3.0170 -0.1 -0.1 -0.1
H 2.7993 -1.3117 -2.7869 -0.1 0.1 0.2
H 2.4685 -2.6644 0.2130 -0.1 -0.1 0.0
```
Positions in Å, forces in eV/Å.

Calculated values
Molar mass ... 378.3 g/mol
Spin multiplicity ... 3
Net charge ... +2
Lowest unoccupied orbital energy (spin up / spin down) ... -8.254 / -8.618 eV

These are the Mulliken partial charges, in e, on atoms 1 to 5: atom 1 (C): -0.680, atom 2 (C): 0.446, atom 3 (H): 0.358, atom 4 (C): -1.547, atom 5 (H): 0.336

***

| no. | electronic energy (eV) |
| --- | --- |
| 1 | -8342.027 |
| 2 | -123485.189 |
| 3 | -31371.449 |
| 4 | -33153.813 |